*A*
Density functional theory data (ωB97M-V/def2-TZVPD) for a 3-piece molecular cluster, C4H4 overall.

The value obtained for the molar mass is 52.08 g mol⁻¹. The HOMO-LUMO gap is 10.543 eV. Its HOMO energy is -10.10 eV.

```
8
Properties=species:S:1:pos:R:3:mulliken_charge:R:1
C -1.2676 -1.4744 0.6275 -0.527
C -0.5468 -1.1637 1.4942 -0.111
C 0.4779 0.8159 -1.0843 -0.166
C 1.3214 1.7065 -1.4260 -0.268
H -2.2786 -1.8559 0.1799 0.284
H 0.1834 -0.8220 2.2762 0.371
H -0.4844 0.2604 -0.7226 0.111
H 2.5948 2.5331 -1.3449 0.306
```

*B*
Density functional theory data (ωB97M-V/def2-TZVPD) for C4H4 in the gas phase.

As for the SMILES: C#CC=C. The value obtained for the molar mass is 52.08 g mol⁻¹. The HOMO-LUMO gap is 10.750 eV. Its HOMO energy is -9.82 eV.

```
8
Properties=species:S:1:pos:R:3:mulliken_charge:R:1
C -0.6220 -0.3718 -0.3703 -0.144
C 2.2254 -1.2148 0.7343 -0.219
C 1.0451 -0.9091 0.3559 -0.281
C -0.8966 0.8738 -0.0572 -0.505
H -1.3738 -1.1143 -0.7962 0.280
H 2.8941 -1.3729 1.4858 0.345
H -1.8123 1.3065 -0.6184 0.209
H -0.2687 1.6789 0.1735 0.315
```

Quick look at relative energies in kJ/mol: *A* 200.9; *B* 0.0.